A cluster of 10 separate species, C53H112F11N10O7PS3 in total at a distorted geometry, computed with ωB97M-V with the def2-TZVPD basis set.

Results
gap between HOMO and LUMO = 6.184 eV
E_HOMO = -12.46 eV
net charge = +4

CARTESIAN COORDINATES (ANGSTROEM)
C: -1.013 -1.673 -1.117
F: -0.140 -2.641 -0.879
F: -1.091 -0.870 -0.012
F: -0.670 -0.857 -2.121
S: -2.815 -2.330 -1.500
O: -2.769 -2.889 -2.878
O: -3.033 -3.330 -0.456
O: -3.686 -1.111 -1.424
C: -1.154 -8.044 -4.033
C: -0.017 -7.861 -3.075
N: 0.007 -8.827 -2.023
C: 1.080 -9.311 -1.309
C: 0.599 -10.121 -0.257
N: -0.808 -10.100 -0.254
C: -1.170 -9.324 -1.387
C: -1.699 -10.740 0.683
H: -2.135 -7.689 -3.720
H: -1.316 -9.004 -4.523
H: -1.014 -7.453 -4.939
H: 0.094 -6.878 -2.617
H: 0.996 -7.882 -3.476
H: 2.054 -9.132 -1.740
H: 1.066 -10.676 0.543
H: -2.132 -8.922 -1.666
H: -2.682 -10.584 0.238
H: -1.684 -10.221 1.641
H: -1.691 -11.830 0.696
C: -0.353 -0.631 6.437
C: 1.172 -0.540 6.072
N: 2.030 -0.538 7.293
C: 3.306 -0.957 7.258
C: 3.894 -0.535 8.437
N: 2.983 0.220 9.215
C: 1.842 0.234 8.454
C: 3.230 0.925 10.493
H: -0.769 -1.238 7.242
H: -1.023 -1.048 5.685
H: -0.718 0.350 6.741
H: 1.452 0.392 5.580
H: 1.536 -1.411 5.528
H: 3.565 -1.637 6.460
H: 4.907 -0.520 8.809
H: 0.939 0.763 8.718
H: 3.104 0.293 11.372
H: 2.498 1.733 10.508
H: 4.261 1.246 10.342
C: -2.557 5.774 2.138
C: -2.587 5.988 3.647
C: -2.441 7.501 3.923
N: -3.325 7.927 5.144
C: -4.809 7.749 4.821
C: -3.017 9.451 5.653
C: -3.543 9.504 7.053
C: -3.557 8.069 7.549
C: -3.001 7.140 6.393
H: -2.712 4.744 1.816
H: -1.762 6.206 1.530
H: -3.522 6.164 1.814
H: -1.776 5.394 4.067
H: -3.495 5.552 4.064
H: -2.725 8.194 3.131
H: -1.459 7.849 4.246
H: -5.045 8.483 4.051
H: -5.461 7.968 5.667
H: -5.113 6.789 4.403
H: -3.541 10.235 5.105
H: -1.949 9.666 5.668
H: -4.594 9.711 6.856
H: -3.261 10.369 7.654
H: -4.575 7.742 7.764
H: -2.944 7.934 8.440
H: -3.461 6.163 6.248
H: -1.917 7.056 6.479
C: 4.545 3.708 0.274
C: 5.043 5.129 -0.134
C: 6.597 5.017 0.116
N: 7.265 6.346 -0.115
C: 6.690 7.401 0.942
C: 7.216 6.815 -1.595
C: 8.372 7.719 -1.778
C: 9.412 7.520 -0.659
C: 8.799 6.279 0.146
H: 3.456 3.679 0.307
H: 4.942 3.515 1.270
H: 4.825 2.901 -0.403
H: 4.451 5.885 0.382
H: 4.851 5.290 -1.195
H: 6.984 4.352 -0.656
H: 6.909 4.659 1.097
H: 5.605 7.505 0.897
H: 7.174 8.348 0.703
H: 6.942 6.948 1.901
H: 6.274 7.321 -1.805
H: 7.396 5.979 -2.271
H: 8.109 8.775 -1.847
H: 8.843 7.604 -2.754
H: 9.711 8.359 -0.031
H: 10.316 7.239 -1.199
H: 8.976 6.389 1.216
H: 9.078 5.278 -0.182
C: 9.684 -4.017 3.679
C: 9.144 -4.178 2.235
C: 8.678 -2.825 1.558
N: 7.953 -2.879 0.193
C: 6.615 -3.630 0.455
C: 8.871 -3.349 -0.989
C: 9.722 -2.131 -1.403
C: 8.957 -0.889 -1.069
C: 7.676 -1.369 -0.354
H: 10.523 -3.323 3.740
H: 9.968 -4.987 4.088
H: 8.900 -3.622 4.324
H: 8.187 -4.700 2.240
H: 9.737 -4.832 1.596
H: 9.538 -2.175 1.399
H: 8.008 -2.262 2.208
H: 6.812 -4.625 0.854
H: 6.002 -3.818 -0.427
H: 6.003 -2.994 1.094
H: 8.127 -3.473 -1.775
H: 9.245 -4.325 -0.679
H: 10.025 -2.218 -2.447
H: 10.563 -2.076 -0.711
H: 8.697 -0.257 -1.918
H: 9.526 -0.357 -0.306
H: 6.761 -1.380 -0.945
H: 7.368 -0.786 0.514
C: -6.439 0.188 -6.613
C: -5.271 -0.712 -6.951
C: -5.161 -1.020 -8.457
N: -4.189 -2.229 -8.845
C: -4.650 -3.629 -8.345
C: -2.777 -1.797 -8.443
C: -1.928 -2.324 -9.675
C: -2.820 -2.817 -10.845
C: -4.180 -2.218 -10.363
H: -6.402 0.524 -5.577
H: -7.392 -0.325 -6.741
H: -6.553 1.101 -7.196
H: -5.382 -1.689 -6.481
H: -4.279 -0.367 -6.662
H: -4.890 -0.141 -9.041
H: -6.146 -1.386 -8.748
H: -4.180 -4.406 -8.948
H: -5.717 -3.849 -8.346
H: -4.283 -3.832 -7.339
H: -2.506 -2.186 -7.461
H: -2.764 -0.708 -8.406
H: -1.266 -3.133 -9.366
H: -1.267 -1.492 -9.920
H: -2.935 -3.891 -10.989
H: -2.524 -2.355 -11.787
H: -5.076 -2.743 -10.693
H: -4.202 -1.196 -10.742
C: -13.238 0.776 -1.745
C: -11.843 0.219 -1.310
C: -11.664 0.235 0.287
N: -10.242 -0.210 0.710
C: -9.708 -1.301 -0.165
C: -10.047 -0.627 2.166
C: -8.576 -0.402 2.512
C: -8.218 0.743 1.583
C: -9.374 1.043 0.621
H: -13.262 1.861 -1.638
H: -13.989 0.448 -1.027
H: -13.437 0.366 -2.736
H: -11.034 0.896 -1.586
H: -11.829 -0.805 -1.681
H: -12.348 -0.537 0.640
H: -11.988 1.153 0.776
H: -8.655 -1.485 0.050
H: -9.600 -0.898 -1.172
H: -10.267 -2.228 -0.032
H: -10.325 -1.678 2.093
H: -10.725 -0.137 2.865
H: -8.053 -1.344 2.352
H: -8.480 0.076 3.487
H: -7.275 0.442 1.126
H: -7.979 1.666 2.110
H: -9.034 1.191 -0.404
H: -9.846 1.983 0.910
N: 4.136 -0.498 -7.859
S: 4.258 -1.619 -6.841
O: 3.148 -2.326 -6.327
O: 5.403 -1.654 -6.021
F: 4.826 -2.645 -7.912
S: 3.340 0.495 -6.685
O: 3.571 0.512 -5.257
O: 1.931 0.757 -7.146
F: 4.088 1.846 -7.229
P: 2.596 -6.873 4.170
F: 1.232 -7.682 3.747
F: 3.442 -7.676 2.991
F: 2.284 -5.578 3.267
F: 4.040 -6.128 4.589
F: 1.850 -6.203 5.510
F: 3.118 -8.152 5.047